{"formula": "BeCl4", "method": "ωB97M-V/def2-TZVPD", "charge": -2, "homo_lumo_gap_ev": 6.37, "homo_ev": -0.17, "e_above_lowest_kcal_mol": 25.7, "e_tot_ev": -50495.649, "species": ["Be", "Cl", "Cl", "Cl", "Cl"], "xyz": [[-0.188, 0.287, -0.544], [0.180, -1.711, -0.033], [1.855, 0.404, -0.971], [0.296, 1.030, 1.372], [-2.143, -0.010, 0.176]], "nbo_charge": [1.422, -0.885, -0.827, -0.884, -0.827]}

{"formula": "C14H10N4OS", "method": "ωB97M-V/def2-TZVPD", "charge": 0, "homo_lumo_gap_ev": 7.29, "homo_ev": -8.35, "e_above_lowest_kcal_mol": 262.8, "smiles": "O=C(Nc1ccnc(-c2cccnc2)n1)c1cccs1", "e_tot_ev": -33512.048, "species": ["O", "C", "N", "C", "C", "C", "N", "C", "C", "C", "C", "C", "N", "C", "N", "C", "C", "C", "C", "S", "H", "H", "H", "H", "H", "H", "H", "H", "H", "H"], "xyz": [[-3.349, -0.574, -1.317], [-2.299, -0.421, -1.903], [-1.233, -0.244, -1.125], [-0.917, -0.223, 0.263], [-1.913, -0.533, 1.302], [-1.545, -0.527, 2.603], [-0.207, 0.032, 2.981], [0.671, 0.126, 2.021], [1.956, 0.214, 2.583], [2.456, 0.268, 3.674], [3.521, 0.621, 4.179], [4.577, 0.707, 3.128], [4.258, 0.944, 1.892], [3.068, 0.642, 1.395], [0.489, -0.072, 0.593], [-2.141, -0.286, -3.153], [-3.075, -0.340, -4.063], [-2.674, -0.634, -5.385], [-1.321, -0.097, -5.604], [-0.384, 0.064, -4.114], [-0.258, 0.155, -1.380], [-2.932, -0.642, 0.872], [-2.415, -0.592, 3.529], [1.583, 0.079, 4.571], [3.872, 0.738, 5.236], [5.440, 0.942, 3.326], [2.790, 0.647, 0.460], [-4.047, -0.660, -3.912], [-3.168, -0.353, -6.287], [-0.803, 0.018, -6.363]], "nbo_charge": [-0.592, 0.543, -0.605, 0.450, -0.365, 0.071, -0.464, 0.371, -0.084, -0.207, -0.214, 0.097, -0.453, 0.135, -0.524, -0.136, -0.150, -0.283, -0.207, 0.276, 0.426, 0.277, 0.231, 0.196, 0.229, 0.153, 0.184, 0.249, 0.226, 0.171]}

{"formula": "C5H12N3O", "method": "ωB97M-V/def2-TZVPD", "charge": 1, "homo_lumo_gap_ev": 10.26, "homo_ev": -13.64, "e_above_lowest_kcal_mol": 47.8, "smiles": "NCCC(=O)CC(N)=[NH2+]", "e_tot_ev": -11890.088, "species": ["N", "C", "C", "C", "O", "C", "C", "N", "N", "H", "H", "H", "H", "H", "H", "H", "H", "H", "H", "H", "H"], "xyz": [[-1.905, 0.040, -1.012], [-1.266, 1.384, -0.783], [-0.781, 1.519, 0.714], [0.548, 0.982, 1.208], [1.467, 1.706, 1.415], [0.667, -0.484, 1.447], [1.226, -1.290, -0.056], [2.508, -1.548, -0.259], [0.269, -1.455, -0.950], [-2.753, 0.069, -0.376], [-2.359, 0.115, -1.929], [-1.814, 2.227, -0.948], [-0.410, 1.365, -1.384], [-1.513, 1.000, 1.399], [-0.666, 2.628, 0.944], [1.341, -0.778, 2.256], [-0.276, -0.979, 1.485], [2.846, -2.328, -0.913], [3.173, -1.459, 0.479], [-0.612, -0.964, -0.878], [0.310, -1.749, -1.859]], "nbo_charge": [-0.851, -0.205, -0.525, 0.547, -0.469, -0.473, 0.594, -0.745, -0.751, 0.383, 0.389, 0.212, 0.194, 0.220, 0.268, 0.262, 0.233, 0.434, 0.429, 0.442, 0.410]}

{"formula": "C4H14N2O2", "method": "ωB97M-V/def2-TZVPD", "charge": 0, "homo_lumo_gap_ev": 3.73, "homo_ev": -7.57, "e_above_lowest_kcal_mol": 196.3, "e_tot_ev": -11442.178, "species": ["N", "C", "C", "O", "C", "N", "C", "H", "H", "H", "H", "H", "H", "H", "H", "H", "H", "H", "H", "H", "H", "O"], "xyz": [[0.651, 1.343, -1.611], [0.689, -0.921, 1.408], [1.463, 0.172, 1.977], [1.656, 1.261, 0.975], [-0.772, -0.637, 1.400], [-1.333, -0.382, 0.057], [-0.761, -1.435, -0.866], [-0.199, 1.006, -2.065], [1.279, 1.586, -2.266], [1.125, -1.937, 1.375], [2.415, -0.139, 2.253], [0.965, 0.650, 2.836], [1.634, 0.819, 0.135], [-1.395, -1.462, 1.818], [-0.872, 0.256, 2.040], [-1.140, 0.564, -0.488], [-1.112, -2.413, -0.574], [-1.099, -1.226, -1.907], [0.356, -1.375, -0.825], [-2.529, 1.557, -2.538], [0.827, 1.829, -0.646], [-1.847, 0.886, -2.488]], "nbo_charge": [-1.149, 0.251, -0.202, -0.694, -0.356, -0.568, -0.447, 0.446, 0.356, 0.223, 0.194, 0.228, 0.484, 0.234, 0.218, 0.450, 0.182, 0.276, 0.157, 0.435, 0.382, -1.099]}